62
Properties=species:S:1:pos:R:3 method="wB97M-V/def2-TZVPD" spin_multiplicity=1 lumo_energy_ev=2.19 gap_ev=7.05 e_homo_ev=-4.86 charge=-1
C 4.72731 -6.31090 2.23310
C 4.16660 -5.24582 2.24119
C 3.60287 -3.88049 2.46262
C 3.60778 -3.54644 3.99268
O 4.43174 -2.40180 4.25625
O 5.28986 -2.66381 5.35664
O 4.30997 -2.82713 1.78971
C 5.39453 -3.23371 1.08249
O 6.48046 -3.38485 1.55324
C 2.14229 -3.87055 1.88835
O 1.18781 -4.11419 2.63337
O 2.02522 -3.59097 0.66490
H 5.02417 -7.32998 2.33350
H 2.58579 -3.36783 4.34082
H 4.02870 -4.36900 4.57976
H 5.98207 -3.23890 4.99903
H 5.25158 -3.37312 -0.00148
C 0.00245 -3.20412 -1.88234
C 1.04205 -3.35957 -2.97692
O 1.35003 -4.70812 -3.29809
C 0.27417 -5.49700 -3.75593
C -0.38099 -4.97123 -5.02345
H 0.33056 -3.70522 -0.96885
H -0.15653 -2.14819 -1.66202
H -0.96132 -3.63444 -2.17065
H 1.97678 -2.90986 -2.64271
H 0.74002 -2.81692 -3.88307
H -0.46751 -5.62587 -2.95995
H 0.69096 -6.48634 -3.95363
H -0.82125 -3.98436 -4.87626
H -1.17507 -5.64727 -5.34696
H 0.35486 -4.88735 -5.82595
C -3.41394 3.06905 -0.93182
C -3.84616 1.63628 -0.66878
O -3.36834 0.70795 -1.62296
C -1.95722 0.60969 -1.74232
C -1.25529 0.19912 -0.46020
H -3.74096 3.38994 -1.92277
H -3.84405 3.74005 -0.18632
H -2.32918 3.18083 -0.89280
H -4.93480 1.57848 -0.71247
H -3.55900 1.32435 0.34125
H -1.54502 1.54965 -2.12806
H -1.77367 -0.14516 -2.50807
H -1.40294 0.92775 0.33884
H -0.18282 0.10233 -0.63062
H -1.63761 -0.75854 -0.10533
C -3.11214 8.94573 1.23831
C -3.54162 7.51037 1.49305
O -3.05642 6.58915 0.53523
C -1.64596 6.49121 0.41993
C -0.95824 6.06617 1.70570
H -3.43568 9.26968 0.24760
H -3.55056 9.60934 1.98517
H -2.02864 9.06243 1.28488
H -4.62933 7.44991 1.44164
H -3.25982 7.19375 2.50320
H -1.22993 7.43331 0.04563
H -1.45485 5.74132 -0.34820
H -1.11140 6.78682 2.51048
H 0.11590 5.96874 1.54446
H -1.34827 5.10566 2.04598


98
Properties=species:S:1:pos:R:3 method="wB97M-V/def2-TZVPD" spin_multiplicity=1 lumo_energy_ev=0.53 gap_ev=9.62 e_homo_ev=-9.09 e_above_lowest_ev=0.188 charge=0
C -5.28245 -4.07703 -0.02548
C -5.51460 -2.87043 -0.52040
C -5.75895 -2.66514 -1.98631
H -6.01873 -3.60601 -2.46485
H -6.56398 -1.95294 -2.15575
H -4.85947 -2.28197 -2.46785
C -5.58393 -1.66614 0.38136
H -5.19974 -1.95488 1.36112
C -4.82334 -0.42511 -0.11688
C -3.32630 -0.31323 0.15948
C -2.52312 -1.51801 -0.31846
C -1.07791 -1.37460 0.14825
H -0.50950 -2.25266 -0.15941
H -1.06242 -1.33508 1.23729
C -0.46399 -0.10610 -0.44927
H -0.65335 -0.15736 -1.52551
C -1.23978 1.15010 0.04085
C -1.16456 1.34068 1.56497
H -1.85292 0.69794 2.10293
H -1.39402 2.37138 1.82581
H -0.17338 1.12408 1.93505
C -0.59001 2.38406 -0.60950
C 0.91696 2.43453 -0.38054
H 1.13802 2.47910 0.68327
H 1.29721 3.35301 -0.83113
C 1.57880 1.22407 -1.03817
H 1.18138 1.18975 -2.06020
C 3.11638 1.38272 -1.20151
C 3.81657 2.02208 0.00111
H 4.88757 2.06542 -0.19034
H 3.65427 1.46211 0.91530
H 3.46466 3.03903 0.14767
C 3.37205 2.29610 -2.41255
H 2.87432 3.25354 -2.28558
H 3.00652 1.84141 -3.33096
H 4.43766 2.48267 -2.52464
C 3.77390 0.01760 -1.54049
C 2.76791 -0.93120 -2.17777
C 1.60831 -1.27923 -1.24029
H 1.92872 -2.08280 -0.57735
H 0.80412 -1.67551 -1.86241
C 1.09876 -0.08895 -0.37739
C 1.65624 -0.28351 1.03697
H 2.68641 -0.61695 0.97692
H 1.64040 0.62901 1.62337
H 1.09034 -1.04572 1.56573
H 3.27645 -1.85130 -2.47299
H 2.39573 -0.45707 -3.08659
H 4.60458 0.19836 -2.23454
O 4.34540 -0.64047 -0.39867
C 5.66369 -0.60620 -0.24324
O 6.42928 -0.03060 -0.97401
C 6.08571 -1.41666 0.96397
H 5.23503 -1.54682 1.63308
H 6.39449 -2.39792 0.59558
C 7.26011 -0.75455 1.69825
C 8.38795 -0.47920 0.70684
O 9.01780 0.53948 0.64352
O 8.67807 -1.55432 -0.03768
H 9.37696 -1.32941 -0.67053
C 6.81937 0.55896 2.34119
H 6.44541 1.24303 1.58436
H 6.03763 0.37715 3.07502
H 7.66407 1.03437 2.83217
C 7.81146 -1.70975 2.76413
H 7.03453 -1.94526 3.48800
H 8.64378 -1.24571 3.28805
H 8.15874 -2.63355 2.30801
H -0.75738 2.37362 -1.68601
H -1.04183 3.29362 -0.21066
C -2.75152 1.01462 -0.41256
C -2.87812 1.07292 -1.94677
H -3.83709 0.68931 -2.27787
H -2.81067 2.10228 -2.29013
H -2.11444 0.49724 -2.45879
C -3.59679 2.18408 0.14339
H -3.48020 2.24581 1.22470
H -3.24239 3.12389 -0.28173
C -5.09789 2.05450 -0.14013
C -5.59585 0.75411 0.48567
C -5.52920 0.93749 1.99459
O -6.00570 1.89221 2.55361
O -4.94597 -0.04366 2.69392
H -5.00024 0.15787 3.64245
C -7.04468 0.33508 0.19152
H -7.77004 0.89985 0.77553
H -7.25792 0.49731 -0.86634
C -7.04903 -1.16246 0.53285
H -7.72701 -1.71643 -0.11587
H -7.38596 -1.31433 1.55812
H -5.30057 2.05813 -1.21081
H -5.62055 2.90234 0.30658
H -2.95552 -2.43040 0.09443
H -2.55834 -1.60082 -1.40595
H -3.21995 -0.28756 1.24457
H -4.99177 -0.36995 -1.19371
H -5.09774 -4.23752 1.02349
H -5.26293 -4.95551 -0.64843


17
Properties=species:S:1:pos:R:3 method="wB97M-V/def2-TZVPD" spin_multiplicity=1 lumo_energy_ev=0.77 gap_ev=10.78 e_homo_ev=-10.00 e_above_lowest_ev=0.597 charge=0
O -2.52038 -1.03779 0.75510
C -2.08493 0.09562 0.69429
N -1.06344 0.47062 -0.10181
C -0.58132 -0.46659 -1.08751
N 0.17564 -1.55570 -0.37367
H -2.57243 0.90647 1.25377
H -0.43289 1.25245 0.08364
H -1.44441 -0.92266 -1.57295
H 0.09361 -0.01680 -1.80724
H 0.26508 -2.36557 -0.97571
H -0.52040 -1.85401 0.28639
H 1.35511 1.67591 0.54416
H 1.84461 2.59085 -0.52591
O 1.02384 2.35664 -0.07640
H 2.62170 -0.49372 1.59836
H 1.65244 -0.64493 0.40414
O 2.18819 0.00919 0.90136


51
Properties=species:S:1:pos:R:3 method="wB97M-V/def2-TZVPD" spin_multiplicity=1 lumo_energy_ev=-1.96 gap_ev=6.26 e_homo_ev=-8.22 e_above_lowest_ev=0.000 charge=0
Pt 0.93998 0.12798 -1.07822
O 1.48626 -1.44523 5.67932
C 2.41227 -0.98241 4.99580
O 3.59515 -0.71422 5.23427
C 1.99978 -0.70691 3.51693
C 0.71638 -1.02008 3.08352
C 0.35991 -0.79126 1.77523
N 1.22989 -0.26944 0.89848
C 2.48982 0.00917 1.29292
C 2.89935 -0.18537 2.59094
C 3.43391 0.39232 0.18592
O 4.57682 0.69314 0.37433
O 2.90722 0.25110 -1.02974
H 0.02596 -1.44291 3.80196
H -0.62756 -1.01965 1.40313
H 3.91545 0.03444 2.89119
O -0.32621 -0.08495 -4.82831
C -0.17655 0.05820 -3.64465
O 0.93939 0.40810 -3.05291
C -1.35240 -0.08879 -2.69654
C -2.64290 -0.30796 -3.18656
C -3.68532 -0.26057 -2.30799
C -3.45681 0.12531 -0.96906
C -4.51646 0.34940 -0.05732
C -4.26592 0.86322 1.18030
C -2.94648 1.20242 1.55041
C -1.89686 0.96462 0.70964
C -2.13053 0.37416 -0.54962
N -1.09950 0.12539 -1.41817
H -2.75527 -0.49564 -4.24440
H -4.69970 -0.45354 -2.63467
H -5.52826 0.13380 -0.37618
H -5.07843 1.04709 1.86964
H -2.76461 1.67384 2.50713
H -0.89658 1.27685 0.97013
C 0.71344 4.37000 -0.81879
C 0.28016 2.98357 -1.21957
O 0.98459 2.05875 -0.57422
O -0.59180 2.75477 -2.02546
H 0.90272 4.42577 0.25111
H -0.04476 5.08715 -1.11912
H 1.64824 4.59590 -1.33324
C 2.76773 -2.66195 -1.18816
S 1.11359 -2.14762 -1.66472
C 0.12487 -3.10798 -0.51184
H 2.93102 -2.48796 -0.12619
H 3.47048 -2.08112 -1.77892
H 2.85445 -3.72104 -1.42359
H 0.14426 -4.14345 -0.84639
H -0.89750 -2.73586 -0.55665
H 0.51735 -3.03057 0.49887


8
Properties=species:S:1:pos:R:3 method="wB97M-V/def2-TZVPD" spin_multiplicity=3 lumo_energy_ev="0.83 / -3.09" gap_ev="9.47 / 7.01" e_homo_ev="-8.64 / -10.10" e_above_lowest_ev=0.102 charge=0
C 0.10549 -0.60108 -1.48934
C -0.12080 -1.20605 -2.56036
C 0.58049 -0.01060 -0.37319
C -0.49210 0.27173 0.82909
Br 0.40090 0.37441 2.48415
H 1.51257 0.37042 -0.17514
H -1.21012 -0.44935 0.71759
H -0.77643 1.25052 0.56721


94
Properties=species:S:1:pos:R:3 method="wB97M-V/def2-TZVPD" spin_multiplicity=1 lumo_energy_ev=1.71 gap_ev=5.77 e_homo_ev=-4.07 charge=-1
C 1.53661 3.35847 2.22293
C 2.18597 3.83675 0.92948
O 2.61902 2.67964 0.20115
C 1.23998 4.60032 0.02147
N 0.59664 5.76684 0.64234
C -0.67930 5.41848 1.29033
C -1.94252 5.66159 0.43107
O -2.75181 4.52419 0.43583
N -3.42551 4.37286 1.67602
C -4.83351 4.04368 1.45147
C -5.03787 2.68304 0.76144
O -4.73728 2.60351 -0.46498
O -5.46310 1.74191 1.46160
H 1.38809 4.17290 2.93248
H 0.57449 2.89071 2.05547
H 2.18775 2.62374 2.68280
H 3.06622 4.42381 1.17135
H 1.80365 2.21060 -0.00738
H 1.83056 4.97425 -0.81586
H 0.49125 3.93791 -0.43177
H 0.37830 6.40470 -0.11043
H -0.74307 6.01403 2.20342
H -0.71735 4.38376 1.60018
H -1.70010 5.90248 -0.60303
H -2.47968 6.53416 0.82940
H -3.41006 5.24230 2.20483
H -5.34304 4.81209 0.85467
H -5.31566 3.98950 2.42453
N 7.17220 3.62302 -1.44111
C 7.94873 2.67562 -1.96389
C 7.66317 1.32146 -1.89571
C 6.50532 0.92693 -1.24312
C 5.68479 1.89555 -0.69079
C 6.06252 3.22379 -0.81961
H 8.84547 3.02932 -2.46240
H 8.33053 0.59614 -2.34193
H 6.24600 -0.12172 -1.16686
H 4.77103 1.63579 -0.17421
H 5.44674 4.01441 -0.40630
N 1.19234 0.36610 1.55563
C 1.90795 -0.64002 1.05619
C 1.53499 -1.97095 1.14530
C 0.35142 -2.27635 1.79491
C -0.40783 -1.24594 2.32352
C 0.05529 0.05191 2.17590
H 2.82832 -0.35157 0.55686
H 2.15252 -2.74864 0.71789
H 0.02658 -3.30486 1.88505
H -1.33952 -1.44063 2.83644
H -0.51140 0.89033 2.57003
N 1.83583 -5.46390 1.49177
C 2.38151 -6.37019 2.30069
C 2.65089 -7.67715 1.92383
C 2.33226 -8.06838 0.63349
C 1.76224 -7.13961 -0.22154
C 1.53755 -5.85670 0.25465
H 2.61174 -6.02198 3.30206
H 3.09802 -8.36953 2.62402
H 2.52535 -9.08191 0.29925
H 1.49710 -7.40159 -1.23681
H 1.09578 -5.09642 -0.38208
N -6.89995 6.74148 0.52140
C -8.17723 6.37125 0.52757
C -9.23117 7.24383 0.76054
C -8.93978 8.57529 1.00434
C -7.61464 8.97884 1.00437
C -6.63867 8.02457 0.75714
H -8.35635 5.31863 0.33524
H -10.25173 6.88608 0.75096
H -9.73323 9.28832 1.19198
H -7.34208 10.00887 1.19151
H -5.58782 8.29562 0.74509
N -0.59405 -0.83847 -1.66173
C -1.29992 0.17601 -1.15484
C -2.42019 0.72526 -1.76456
C -2.82766 0.18968 -2.97316
C -2.10858 -0.86405 -3.51924
C -1.00680 -1.33803 -2.82516
H -0.94212 0.56392 -0.20787
H -2.96043 1.54782 -1.30522
H -3.69623 0.58898 -3.48115
H -2.39608 -1.30986 -4.46312
H -0.41755 -2.16328 -3.21523
N 2.77293 -11.40287 -1.06043
C 3.54336 -12.48582 -0.97946
C 3.72285 -13.38246 -2.02132
C 3.06187 -13.14294 -3.21461
C 2.25470 -12.02261 -3.31756
C 2.14674 -11.18805 -2.21587
H 4.03912 -12.63573 -0.02662
H 4.36347 -14.24489 -1.89909
H 3.17441 -13.81945 -4.05222
H 1.72057 -11.79865 -4.23047
H 1.52805 -10.29780 -2.25317


no.,E (Eh)
1,-1383.823593
2,-1856.913173
3,-417.451578
4,-2040.026668
5,-2727.977097
6,-2175.836284